Here is C40H52AsCrFN9O2Si as an isolated structure from the OMol25 dataset. Energies are from ωB97M-V/def2-TZVPD.

```
107
Properties=species:S:1:pos:R:3
Cr 0.709 -0.258 0.211
O -1.829 -1.859 7.011
C -0.614 -2.068 6.512
O 0.374 -2.025 7.192
C -0.486 -2.253 5.026
C 0.512 -3.096 4.544
C 0.837 -3.120 3.200
C 0.199 -2.238 2.324
C -0.828 -1.421 2.806
C -1.189 -1.443 4.137
N 0.583 -2.038 0.993
C 0.871 -3.040 0.210
C 1.083 -2.693 -1.155
C 1.497 -3.600 -2.137
C 1.575 -3.180 -3.449
C 1.198 -1.874 -3.748
C 0.795 -1.036 -2.720
N 0.773 -1.401 -1.441
H -2.553 -1.993 6.386
H 1.043 -3.720 5.245
H 1.617 -3.780 2.850
H -1.316 -0.749 2.108
H -1.978 -0.793 4.492
H 0.833 -4.074 0.538
H 1.759 -4.604 -1.846
H 1.893 -3.851 -4.228
H 1.201 -1.508 -4.761
H 0.443 -0.039 -2.950
C 3.973 -1.553 1.553
Si 4.112 0.035 0.509
C 4.095 1.683 1.500
C 5.702 -0.062 -0.525
N 2.587 0.121 -0.381
C 2.575 0.897 -1.504
C 3.497 0.856 -2.563
C 3.393 1.735 -3.625
C 2.403 2.707 -3.668
C 1.448 2.759 -2.659
C 1.549 1.842 -1.645
F 0.570 1.762 -0.645
H 4.440 -1.431 2.523
H 4.495 -2.369 1.067
H 2.943 -1.857 1.698
H 4.148 1.524 2.573
H 3.193 2.252 1.283
H 4.947 2.301 1.230
H 6.544 -0.126 0.156
H 5.870 0.806 -1.152
H 5.735 -0.950 -1.148
H 4.271 0.110 -2.559
H 4.103 1.665 -4.435
H 2.351 3.401 -4.489
H 0.653 3.487 -2.667
C -2.338 2.810 -1.148
As -2.237 1.922 0.596
C -1.948 3.569 1.619
C -4.219 1.656 0.992
C -5.022 2.895 0.961
C -5.603 3.362 -0.222
C -6.393 4.495 -0.221
C -6.622 5.186 0.961
C -6.062 4.729 2.146
C -5.260 3.607 2.143
H -3.168 3.514 -1.147
H -2.465 2.101 -1.963
H -1.418 3.371 -1.302
H -2.684 4.320 1.339
H -0.952 3.943 1.396
H -2.002 3.385 2.689
H -4.262 1.210 1.990
H -4.577 0.933 0.257
H -5.452 2.815 -1.144
H -6.837 4.846 -1.141
H -7.231 6.076 0.962
H -6.255 5.254 3.069
H -4.824 3.258 3.068
C 3.794 0.630 5.554
C 2.720 1.635 5.960
C 3.011 3.038 5.440
C 1.310 1.192 5.530
N 1.094 1.179 4.107
C 1.493 0.302 3.176
N 0.946 0.660 2.021
N 0.231 1.755 2.281
N 0.311 2.063 3.505
H 4.759 0.966 5.925
H 3.864 0.533 4.471
H 3.589 -0.348 5.985
H 2.683 1.668 7.053
H 3.011 3.070 4.352
H 3.987 3.372 5.778
H 2.270 3.744 5.808
H 0.576 1.894 5.929
H 1.114 0.192 5.924
H 2.142 -0.531 3.349
C -3.715 -1.741 1.020
C -3.132 -2.215 -0.260
N -1.991 -1.857 -0.813
C -1.933 -2.556 -1.992
C -3.036 -3.339 -2.141
N -3.792 -3.112 -1.029
H -3.205 -0.841 1.345
H -3.632 -2.506 1.791
H -4.770 -1.516 0.875
H -1.128 -2.453 -2.686
H -3.328 -4.018 -2.916
H -4.694 -3.519 -0.833
```

For the LUMO energy (alpha / beta), the calculation gives -7.167 / -7.261 eV. Its spin multiplicity is 4. As for the max |F|: 2.54 eV Å⁻¹. As for the energy above the lowest of the compared OMol25 structures with the same formula, charge and spin: 19.6 kcal/mol. As for the total energy: -5867.88788 hartree. The charge is +2. The value obtained for the HOMO-LUMO gap (alpha / beta) is 0.185 / 0.181 Eh. The calculation puts the HOMO energy (alpha / beta) at -12.19 / -12.20 eV.